Computed, not measured: the molecule C7H6 at a distorted geometry, with ωB97M-V/def2-TZVPD.

## Properties
SMILES string: C(=C1C=C1)=C1CC1
E_tot (eV): -7348.4972
HOMO level (eV): -7.39
ΔE to the lowest compared entry with this formula, charge and spin (kJ/mol): 482.6
Orbital gap (eV): 8.34

Structure (XYZ):
```
13
Properties=species:S:1:pos:R:3:forces:R:3
C 0.482258 0.894323 -0.114277 3.05 0.24 -0.24
C 1.721987 0.460101 -0.170304 -2.09 -0.21 0.53
C 3.043522 0.015488 0.013699 0.14 -0.99 0.04
C 2.085018 -0.859334 0.294086 2.75 -0.14 -0.08
C -0.644750 0.317215 -0.016367 -4.57 0.80 -0.63
C -1.871153 -0.126757 -0.759152 -0.33 0.43 -1.91
C -1.955438 0.476650 0.654065 1.56 -1.99 -2.13
H 4.081696 0.234135 -0.116454 0.29 0.10 0.04
H 1.878391 -1.885795 0.607499 -0.15 0.70 -0.14
H -1.982269 -1.240735 -0.923507 -0.14 1.42 0.45
H -2.279293 0.517232 -1.665930 1.09 -1.41 1.99
H -2.345561 1.395308 0.821295 -1.07 2.84 0.11
H -2.214412 -0.197833 1.375353 -0.52 -1.79 1.96
```
Forces are in eV/Å.

So, what does the natural (NBO) scheme give us? The charges, in e, come out as: number 1, C, carries -0.087; number 2, C, carries -0.072; number 3, C, carries -0.171; number 4, C, carries -0.099; number 5, C, carries -0.007; number 6, C, carries -0.454; number 7, C, carries -0.437; number 8, H, carries 0.229; number 9, H, carries 0.238; number 10, H, carries 0.219; number 11, H, carries 0.221; number 12, H, carries 0.214; number 13, H, carries 0.205

Computed, not measured: a cluster of 2 separate species, C15H18O in total at a distorted geometry, with ωB97M-V/def2-TZVPD.

## Properties
Total charge: -1
Spin multiplicity: 2
E_tot (eV): -17892.1508
HOMO level (alpha / beta) (eV): 0.57 / -3.22
ΔE to the lowest compared entry with this formula, charge and spin (kJ/mol): 107.5
Orbital gap (alpha / beta) (eV): 2.32 / 6.11
<S²>: 0.763

Structure (XYZ):
```
34
Properties=species:S:1:pos:R:3:forces:R:3
C -1.791715 -0.688668 -2.027174 -1.25 0.09 1.19
C -1.646092 0.844000 -2.251869 0.47 -0.60 -0.58
C -2.410267 -1.122819 -0.699408 -0.26 0.54 -0.33
C -3.660027 -1.820182 -0.738113 1.13 0.88 0.89
C -1.876929 -0.636295 0.477311 0.31 0.27 -0.42
C -4.284265 -1.915817 0.556566 -1.18 -0.98 -0.93
C -2.477268 -0.796454 1.760002 -0.67 -1.20 -0.66
C -3.701082 -1.545462 1.707335 1.40 1.45 1.22
O -4.281479 -1.758620 2.961111 -0.06 0.17 -0.13
H -2.556988 -1.051240 -2.715363 0.57 -0.15 -0.58
H -0.826533 -1.172061 -2.166176 0.03 -0.10 -0.37
H -2.229529 1.549371 -1.657794 -0.36 -0.61 0.25
H -4.201571 -2.051304 -1.644969 0.10 0.05 -0.06
H -0.983428 -0.017707 0.390035 -0.02 -0.08 0.03
H -5.300437 -2.294946 0.571662 -0.13 -0.41 0.28
H -2.265586 -0.151354 2.588974 0.15 0.03 0.39
H -5.217085 -1.822130 2.789382 -0.58 -0.20 0.07
H -1.972396 0.939694 -3.306110 0.75 0.72 0.32
H -0.592079 1.125787 -2.064327 -0.40 0.11 -0.57
C 1.465341 1.614368 1.069707 0.55 -0.50 0.09
C 5.229586 1.296566 0.727265 0.79 -1.92 -1.34
C 5.371598 0.256595 -0.246164 -0.98 0.96 1.94
C 3.988893 1.741098 1.089740 0.47 0.51 0.22
C 2.805626 1.240569 0.513546 0.70 0.55 0.99
C 4.218299 -0.120901 -0.882854 -0.98 -0.38 -1.15
C 2.936153 0.352977 -0.528084 1.17 0.30 -0.03
H 6.167454 1.613468 1.159025 -0.21 0.39 0.50
H 6.250044 -0.361951 -0.178047 0.49 0.22 -0.94
H 4.038854 2.493754 1.868965 -0.78 0.08 0.06
H 4.248035 -0.763540 -1.759858 0.15 -0.38 0.35
H 1.306905 1.122233 2.036315 -0.03 -0.26 -0.24
H 0.783930 1.186219 0.336679 -0.79 0.74 0.40
H 2.058558 0.039059 -1.060835 -0.20 -0.30 -0.18
H 1.405479 2.675686 1.323535 -0.35 0.00 -0.66
```
Forces are in eV/Å.

So, what does the natural (NBO) scheme give us? The charges, in e, come out as: number 1, C, carries -0.415; number 2, C, carries -0.614; number 3, C, carries -0.053; number 4, C, carries -0.429; number 5, C, carries -0.291; number 6, C, carries -0.384; number 7, C, carries -0.482; number 8, C, carries 0.285; number 9, O, carries -0.715; number 10, H, carries 0.192; number 11, H, carries 0.187; number 12, H, carries 0.212; number 13, H, carries 0.178; number 14, H, carries 0.157; number 15, H, carries 0.166; number 16, H, carries 0.184; number 17, H, carries 0.451; number 18, H, carries 0.192; number 19, H, carries 0.185; number 20, C, carries -0.633; number 21, C, carries -0.203; number 22, C, carries -0.249; number 23, C, carries -0.224; number 24, C, carries 0.004; number 25, C, carries -0.201; number 26, C, carries -0.215; number 27, H, carries 0.199; number 28, H, carries 0.209; number 29, H, carries 0.203; number 30, H, carries 0.204; number 31, H, carries 0.230; number 32, H, carries 0.234; number 33, H, carries 0.220; number 34, H, carries 0.214